Here is a single ClH2O2PS molecule in a non-equilibrium geometry from the Open Molecules 2025 dataset. Energies are from ωB97M-V/def2-TZVPD.

The calculation puts the gap between HOMO and LUMO at 9.76 eV. The calculation puts the largest force on an atom at 5.70 eV/A. Its SMILES is OP(O)(=S)Cl. For the relative energy (zero: lowest compared OMol25 entry of this formula, charge and spin), the calculation gives 1.2921 eV. The calculation puts the highest occupied orbital energy at -10.0 eV. Its charge is 0.

Last column: natural (NBO) charge in e.
Positions of all 7 atoms, in Å:
O 0.71856 1.25651 -0.13745  -0.986
O -0.16444 -0.71125 1.44283  -0.952
P -0.23352 0.06740 -0.40121  1.611
S -1.89173 0.43331 -1.24883  -0.434
Cl 0.93258 -1.18304 -1.54988  -0.253
H 1.64537 1.03878 0.10917  0.535
H -1.00682 -0.90172 1.78537  0.479

Here is a 2-piece molecular cluster, ClH2O2PS overall in a non-equilibrium geometry from the Open Molecules 2025 dataset. Energies are from ωB97M-V/def2-TZVPD.

The calculation puts the gap between HOMO and LUMO (spin up / spin down) at 6.18 / 7.18 eV. The multiplicity is 3. The calculation puts the largest force on an atom at 3.98 eV/A. As for the expectation value of S²: 2.006. For the relative energy (zero: lowest compared OMol25 entry of this formula, charge and spin), the calculation gives 1.3077 eV. The calculation puts the highest occupied orbital energy (spin up / spin down) at -6.8 / -11.1 eV. Its charge is 0.

Last column: Löwdin spin population.
Positions of all 7 atoms, in Å:
O 1.89957 -0.65854 1.45114  0.134
O -2.43025 0.26534 -0.06323  0.002
P 1.94551 -0.48726 0.03778  0.471
S 1.63551 -1.93848 -1.26862  1.091
Cl 2.23686 1.44194 -0.65759  0.302
H -2.45606 0.32628 0.97581  0.000
H -2.83113 1.05072 -0.47530  0.000

Here is a 2-piece molecular cluster, ClH2O3PS overall in a non-equilibrium geometry from the Open Molecules 2025 dataset. Energies are from ωB97M-V/def2-TZVPD.

The calculation puts the gap between HOMO and LUMO (spin up / spin down) at 9.15 / 4.15 eV. The calculation puts the largest force on an atom at 5.00 eV/A. For the relative energy (zero: lowest compared OMol25 entry of this formula, charge and spin), the calculation gives 5.6729 eV. The calculation puts the highest occupied orbital energy (spin up / spin down) at -10.2 / -7.2 eV. Its charge is 0.

Last column: natural (NBO) charge in e.
Positions of all 8 atoms, in Å:
O 0.83828 -1.27598 -0.74583  -0.413
O 1.28585 0.64303 1.03896  -1.010
O 1.23683 -0.11704 -1.35002  -0.528
P 1.37275 1.22184 -0.45101  1.004
S -3.71016 -0.60924 0.30121  0.146
Cl -1.86136 0.17745 -0.26979  -0.167
H 0.19470 -1.12142 -0.12993  0.455
H 0.64310 1.08136 1.60641  0.512

Here is ClH3N2O2S as an isolated structure in a non-equilibrium geometry from the Open Molecules 2025 dataset. Energies are from ωB97M-V/def2-TZVPD.

The calculation puts the gap between HOMO and LUMO at 9.28 eV. The calculation puts the largest force on an atom at 6.35 eV/A. For the relative energy (zero: lowest compared OMol25 entry of this formula, charge and spin), the calculation gives 2.8110 eV. The calculation puts the highest occupied orbital energy at -9.6 eV. Its charge is 0.

Last column: natural (NBO) charge in e.
Positions of all 9 atoms, in Å:
N -1.19640 0.08000 -0.52326  -0.643
N -0.55908 -0.55543 0.40039  -0.570
O 1.86822 -1.03268 1.00481  -0.865
O 1.08693 -0.85967 -1.37367  -0.869
S 1.01575 -0.49338 -0.01953  2.229
Cl 1.20344 1.55532 0.13283  -0.271
H -0.70987 1.05984 -0.87546  0.372
H -2.28768 -0.00465 -0.45727  0.400
H -0.42133 0.25065 1.71116  0.218